The following is a quantum chemistry calculation of one molecule with the formula C2H6S2 at a distorted geometry, from the Open Molecules 2025 dataset.

Structure (XYZ):
```
10
Properties=species:S:1:pos:R:3:forces:R:3
C 0.891 -0.196 -2.354 -2.00 -2.30 1.05
C 0.802 -0.527 -0.781 -1.43 -0.01 -1.04
S -0.971 -0.310 -0.266 1.68 1.26 2.61
S 0.064 0.621 1.916 -0.98 -3.00 -0.53
H 0.730 0.860 -2.657 0.72 -0.61 0.65
H -0.060 -0.731 -2.811 2.06 0.75 0.58
H 1.809 -0.717 -2.681 -0.49 0.73 -0.47
H 1.432 0.057 -0.116 -0.04 0.20 -0.47
H 0.837 -1.574 -0.425 1.10 0.29 -1.18
H -0.391 1.466 1.104 -0.62 2.70 -1.21
```
Positions in Å, forces in eV/Å.

Its total energy is -876.07758 Eh. Its HOMO energy is -9.2 eV. Its SMILES is CCSS. The calculation puts the molecular weight at 94.20 g mol⁻¹. The value obtained for the gap between HOMO and LUMO is 7.4 eV. For the max |F|, the calculation gives 0.065 Eh/bohr. The value obtained for the LUMO energy is -1.8 eV. The energy relative to the best compared isomer or geometry (same formula, charge and spin) is 58.30 kcal/mol.

Here are the natural (NBO) charges for atoms 1 to 4, given in e: atom 1 (C): -0.6342, atom 2 (C): -0.5224, atom 3 (S): 0.0809, atom 4 (S): -0.1678



The following is a quantum chemistry calculation of a 2-piece molecular cluster, C2H6S3 overall at a distorted geometry, from the Open Molecules 2025 dataset.

Structure (XYZ):
```
11
Properties=species:S:1:pos:R:3:forces:R:3
C 0.107 -1.027 0.417 2.20 -2.88 -0.32
C -0.322 0.275 -0.007 0.59 3.38 -1.31
S 1.697 1.712 -0.080 -2.08 -1.42 0.16
S -1.063 1.205 1.323 1.76 0.00 1.47
S -1.059 0.375 -1.637 1.46 -0.81 0.08
H -0.752 -1.618 0.617 -1.20 -0.58 -0.05
H 0.720 -1.648 -0.319 -0.74 1.19 0.61
H 0.638 -1.100 1.355 0.34 0.66 0.27
H 2.351 0.667 -0.561 0.45 -0.29 -0.23
H -2.290 1.556 1.115 -1.45 -0.13 -1.28
H -0.026 -0.397 -2.223 -1.32 0.88 0.58
```
Positions in Å, forces in eV/Å.

Its total energy is -1274.26973 Eh. Its HOMO energy is -8.7 eV. The calculation puts the molecular weight at 126.27 g mol⁻¹. The value obtained for the gap between HOMO and LUMO is 7.9 eV. For the max |F|, the calculation gives 0.071 Eh/bohr. The value obtained for the LUMO energy is -0.7 eV. The energy relative to the best compared isomer or geometry (same formula, charge and spin) is 41.80 kcal/mol.

Here are the natural (NBO) charges for atoms 1 to 4, given in e: atom 1 (C): -0.7277, atom 2 (C): -0.2216, atom 3 (S): -0.2719, atom 4 (S): 0.0412



The following is a quantum chemistry calculation of one molecule with the formula C2H6SSi at a distorted geometry, from the Open Molecules 2025 dataset.

Structure (XYZ):
```
10
Properties=species:S:1:pos:R:3:forces:R:3
C -0.310 0.363 0.826 2.11 -1.64 -2.63
C -0.981 1.272 1.685 -2.07 4.54 -0.57
Si 1.227 -1.419 -1.850 -2.55 0.82 0.76
S -0.322 0.291 -0.861 0.43 0.41 1.05
H -1.915 1.964 1.442 1.34 -1.27 -0.70
H -0.277 2.106 2.018 -0.23 -1.38 -0.40
H -1.328 0.838 2.557 -0.13 -1.26 2.00
H 1.316 -2.212 -0.675 0.22 -0.82 0.81
H 0.031 -1.857 -2.675 1.01 0.04 -0.09
H 2.561 -1.346 -2.466 -0.13 0.56 -0.23
```
Positions in Å, forces in eV/Å.

Its total energy is -767.31282 Eh. Its HOMO energy is -7.2 eV. The calculation puts the molecular weight at 90.22 g mol⁻¹. The value obtained for the gap between HOMO and LUMO is 6.9 eV. For the max |F|, the calculation gives 0.098 Eh/bohr. The value obtained for the LUMO energy is -0.4 eV. The energy relative to the best compared isomer or geometry (same formula, charge and spin) is 115.29 kcal/mol.

Here are the natural (NBO) charges for atoms 1 to 4, given in e: atom 1 (C): -0.2273, atom 2 (C): -0.7599, atom 3 (Si): 0.7391, atom 4 (S): -0.0011



The following is a quantum chemistry calculation of a 2-piece molecular cluster, C2H7BN2 overall at a distorted geometry, from the Open Molecules 2025 dataset.

Structure (XYZ):
```
12
Properties=species:S:1:pos:R:3:forces:R:3
B 0.807 0.466 0.857 0.45 1.40 0.38
C -0.966 0.351 -0.681 3.49 -1.03 -2.47
C -0.120 -0.969 -0.819 1.25 0.67 0.26
N -0.145 1.219 0.185 -1.11 -1.04 -1.25
N 0.917 -0.773 0.283 -1.61 -0.92 -0.37
H 1.731 1.898 3.641 -0.06 -0.13 -0.23
H -1.136 0.630 -1.759 -0.08 0.67 1.27
H -1.825 0.139 -0.179 -2.75 -0.62 0.99
H -0.882 -1.801 -0.763 1.56 0.31 0.10
H 0.632 -1.009 -1.677 -2.06 -0.12 0.21
H -0.341 2.131 -0.044 0.20 2.47 0.47
H 1.263 -1.537 0.769 0.71 -1.68 0.64
```
Positions in Å, forces in eV/Å.

Its total energy is -214.61101 Eh. Its HOMO energy (alpha / beta) is -8.9 / -7.6 eV. The calculation puts the molecular weight at 69.90 g mol⁻¹. The value obtained for the gap between HOMO and LUMO (alpha / beta) is 9.0 / 7.8 eV. For the max |F|, the calculation gives 0.086 Eh/bohr. The value obtained for the LUMO energy (alpha / beta) is 0.1 / 0.2 eV. The energy relative to the best compared isomer or geometry (same formula, charge and spin) is 99.15 kcal/mol.

Here are the natural (NBO) charges for atoms 1 to 4, given in e: atom 1 (B): 0.7684, atom 2 (C): -0.2260, atom 3 (C): -0.2361, atom 4 (N): -0.9162